Formula: C17H15IrN2O5S3Sb
Source: the Open Molecules 2025 dataset
Level of theory: ωB97M-V/def2-TZVPD

```
44
Properties=species:S:1:pos:R:3:mulliken_charge:R:1
Ir 0.49 -1.16 0.24 1.590
C -2.49 -3.71 2.23 -0.541
O -3.50 -3.56 1.22 -0.517
C -3.52 -2.48 0.39 0.482
C -4.76 -2.08 -0.04 -0.448
C -4.93 -1.04 -0.96 -0.638
C -3.83 -0.40 -1.45 -0.987
C -2.53 -0.76 -1.03 0.864
C -1.46 -0.04 -1.65 -0.351
N -0.21 -0.17 -1.36 0.178
N 0.71 0.67 -1.98 -1.016
C 1.86 0.61 -1.37 0.360
O 2.15 -0.16 -0.36 -0.341
C 2.95 1.49 -1.87 0.430
C 4.24 1.30 -1.38 -0.305
C 5.28 2.11 -1.83 -0.648
C 5.03 3.11 -2.75 -0.351
C 3.74 3.30 -3.24 -0.600
C 2.70 2.49 -2.79 -0.327
C -2.34 -1.81 -0.08 0.756
O -1.18 -2.26 0.32 -1.211
H -2.92 -4.41 2.95 0.299
H -2.25 -2.77 2.72 0.230
H -1.57 -4.13 1.82 0.217
H -5.62 -2.62 0.36 0.401
H -5.92 -0.76 -1.28 0.367
H -3.93 0.40 -2.17 0.318
H -1.71 0.68 -2.43 0.349
H 4.42 0.53 -0.64 0.348
H 6.28 1.97 -1.44 0.390
H 5.83 3.75 -3.10 0.368
H 3.53 4.09 -3.95 0.368
H 1.69 2.63 -3.16 0.448
S 3.32 -0.77 4.78 -0.335
Sb 3.55 -0.83 2.45 0.591
S 2.80 1.34 2.92 -0.330
S 1.57 -2.37 1.85 -0.557
C -1.23 1.71 2.82 -1.204
C -0.88 0.33 2.30 0.796
O -1.26 -0.69 2.84 -0.593
O -0.13 0.41 1.21 -0.749
H -0.93 1.76 3.86 0.343
H -2.31 1.82 2.76 0.307
H -0.74 2.49 2.25 0.250
```

Results
E in eV: -72974.0393
F_max in eV/Å: 3.21
Total charge: -1
Kohn-Sham gap in eV: 4.36
Energy above the lowest of the compared OMol25 structures with the same formula, charge and spin in kJ/mol: 278.2
E_HOMO in eV: -4.4
LUMO level in eV: -0.05

***

Formula: C4H13N2O
Source: the Open Molecules 2025 dataset
Level of theory: ωB97M-V/def2-TZVPD

```
20
Properties=species:S:1:pos:R:3:mulliken_charge:R:1
C 0.71 -2.00 0.43 -0.894
C 1.30 -0.74 0.91 0.321
O 1.15 0.43 0.35 -0.676
N 2.33 -0.90 1.81 -0.389
H -0.15 -1.94 -0.29 0.180
H 0.41 -2.74 1.21 0.262
H 2.82 -0.08 2.12 0.199
H 2.58 -1.73 2.31 0.135
H 1.39 -2.46 -0.35 0.241
C -1.77 0.65 -0.69 -0.052
C -2.86 1.63 -1.02 -1.366
N -0.51 0.82 -1.41 -0.414
H -1.55 0.79 0.38 0.208
H -2.16 -0.36 -0.85 0.249
H -3.24 1.70 -2.05 0.352
H -2.63 2.67 -0.71 0.366
H -0.39 1.78 -1.71 0.303
H 0.45 0.63 -0.62 0.250
H -0.30 0.24 -2.20 0.350
H -3.78 1.46 -0.43 0.373
```

Results
E in eV: -9383.8005
F_max in eV/Å: 2.77
Spin multiplicity: 2
Kohn-Sham gap (alpha / beta) in eV: 4.05 / 9.31
Energy above the lowest of the compared OMol25 structures with the same formula, charge and spin in kJ/mol: 85.8
E_HOMO (alpha / beta) in eV: -3.4 / -8.7
LUMO level (alpha / beta) in eV: 0.66 / 0.61

***

Formula: C31H25FeN6O3S6Si
Source: the Open Molecules 2025 dataset
Level of theory: ωB97M-V/def2-TZVPD

```
73
Properties=species:S:1:pos:R:3:mulliken_charge:R:1
Fe 0.21 -1.51 -0.36 0.128
C 0.58 -5.66 0.20 -1.095
C -0.62 -6.04 0.81 -0.121
C -1.63 -5.13 0.92 -0.771
C -1.49 -3.81 0.41 0.448
N -0.28 -3.44 -0.13 0.469
C 0.69 -4.36 -0.23 -0.074
N -2.60 -3.04 0.46 -0.654
C -2.67 -1.90 -0.21 -0.079
N -1.64 -1.26 -0.82 0.439
C -2.11 -0.34 -1.69 -0.298
N -1.40 0.24 -2.68 -0.469
C -0.22 -0.27 -3.06 0.167
C 0.27 0.21 -4.32 -0.653
C 1.40 -0.31 -4.88 -0.274
C 2.10 -1.32 -4.20 -0.870
C 1.62 -1.70 -2.97 -0.105
N 0.52 -1.20 -2.38 0.287
C -3.53 -0.22 -1.51 0.246
C -4.51 0.58 -2.11 -0.156
C -5.83 0.39 -1.74 -0.588
C -6.19 -0.59 -0.80 -0.492
C -5.23 -1.41 -0.22 -0.273
C -3.90 -1.21 -0.57 -0.188
H 1.42 -6.34 0.10 0.400
H -0.75 -7.05 1.20 0.361
H -2.58 -5.37 1.37 0.447
H 1.62 -3.99 -0.64 0.255
H -0.32 0.97 -4.82 0.432
H 1.74 0.05 -5.85 0.361
H 3.00 -1.77 -4.60 0.438
H 2.15 -2.45 -2.39 0.027
H -4.22 1.33 -2.84 0.473
H -6.60 1.02 -2.18 0.374
H -7.23 -0.71 -0.54 0.368
H -5.50 -2.18 0.49 0.481
S 4.23 -1.98 5.68 -0.337
C 3.31 -1.85 4.29 0.074
S 3.96 -1.97 2.71 -0.176
C 2.50 -1.66 1.80 0.083
C 1.38 -1.48 2.54 0.210
S -0.18 -1.08 1.90 -0.251
S 1.62 -1.59 4.27 -0.106
S 2.55 -1.51 0.07 -0.683
O -1.85 3.03 3.83 -0.695
S -0.72 3.57 3.14 1.244
O -0.49 4.99 3.21 -0.707
N -0.74 3.12 1.54 -0.473
C 0.29 2.40 1.28 -0.609
O 0.60 1.99 0.07 -0.207
C 1.23 2.12 2.39 1.122
C 2.45 1.46 2.35 -0.243
C 3.19 1.43 3.53 -1.003
C 2.72 2.00 4.70 -0.538
C 1.50 2.67 4.73 -0.742
C 0.78 2.72 3.55 0.207
H 2.79 0.98 1.44 0.616
H 4.14 0.90 3.54 0.542
H 3.30 1.91 5.60 0.414
H 1.12 3.13 5.63 0.418
C 1.63 4.60 -0.44 -1.321
Si 0.92 3.06 -1.22 0.590
C 2.22 2.16 -2.20 -0.606
C -0.64 3.44 -2.15 -0.823
H 1.97 5.29 -1.22 0.422
H 2.49 4.36 0.19 0.290
H 0.89 5.11 0.17 0.317
H 2.28 2.52 -3.23 0.319
H 2.00 1.09 -2.24 -0.030
H 3.20 2.27 -1.73 0.388
H -0.43 4.13 -2.98 0.386
H -1.35 3.92 -1.47 0.315
H -1.08 2.52 -2.54 0.153
```

Results
E in eV: -154918.5917
F_max in eV/Å: 0.07
Spin multiplicity: 2
Total charge: -2
Kohn-Sham gap (alpha / beta) in eV: 4.51 / 5.79
Energy above the lowest of the compared OMol25 structures with the same formula, charge and spin in kJ/mol: 0.0
E_HOMO (alpha / beta) in eV: -0.3 / -1.6
LUMO level (alpha / beta) in eV: 4.20 / 4.20

***

Formula: C5H12N4O
Source: the Open Molecules 2025 dataset
Level of theory: ωB97M-V/def2-TZVPD

```
22
Properties=species:S:1:pos:R:3:mulliken_charge:R:1
C 1.50 1.32 0.25 -0.734
C 0.24 1.29 1.23 -0.561
C 1.16 1.09 -1.21 -0.618
C -0.84 -2.16 1.01 -0.763
C -1.89 -0.25 -0.07 -0.802
N 2.04 -1.07 -1.73 -0.853
N 0.06 -0.12 1.37 -0.561
N 1.06 -0.34 -1.77 0.858
N -0.92 -0.76 0.85 0.770
O -0.03 -0.56 -2.39 -0.845
H 2.00 2.31 0.30 0.321
H 2.23 0.58 0.63 0.410
H 0.48 1.72 2.14 0.452
H -0.61 1.90 0.72 0.233
H 0.13 1.45 -1.37 0.263
H 1.89 1.55 -1.87 0.471
H -1.85 -2.55 1.09 0.299
H -0.29 -2.66 0.05 0.319
H -0.07 -2.37 1.78 0.326
H -1.41 -0.44 -1.18 0.391
H -2.80 -0.71 -0.15 0.343
H -2.08 0.78 0.32 0.282
```

Results
E in eV: -13379.4360
F_max in eV/Å: 4.57
Kohn-Sham gap (alpha / beta) in eV: 4.59 / 4.58
Energy above the lowest of the compared OMol25 structures with the same formula, charge and spin in kJ/mol: 771.9
E_HOMO (alpha / beta) in eV: -6.2 / -6.2
LUMO level (alpha / beta) in eV: -1.63 / -1.63

***

Formula: C4H3N2
Source: the Open Molecules 2025 dataset
Level of theory: ωB97M-V/def2-TZVPD

```
9
Properties=species:S:1:pos:R:3:mulliken_charge:R:1
C 0.60 0.97 1.57 0.133
C 0.83 0.07 0.79 -0.291
C 1.01 -1.05 -0.08 -0.030
N 0.10 -1.29 -1.00 -0.367
C -0.80 -0.41 -1.08 0.604
N -1.52 0.44 -0.86 -0.140
H 0.17 1.92 1.79 0.360
H 2.02 -1.63 0.03 0.341
H -2.42 0.98 -1.16 0.391
```

Results
E in eV: -7164.8822
F_max in eV/Å: 5.40
SMILES string: C#C/C=N\C#[NH+]
Total charge: +1
Kohn-Sham gap in eV: 9.48
Energy above the lowest of the compared OMol25 structures with the same formula, charge and spin in kJ/mol: 39.6
E_HOMO in eV: -16.1
LUMO level in eV: -6.59

***

Formula: C2H5BrNO
Source: the Open Molecules 2025 dataset
Level of theory: ωB97M-V/def2-TZVPD

```
10
Properties=species:S:1:pos:R:3:mulliken_charge:R:1
N -0.88 -0.80 -0.41 -0.268
C -0.08 0.47 -0.43 -0.711
C 0.98 0.40 0.84 0.529
O 1.13 -0.59 1.43 -0.374
Br 1.91 2.03 1.20 -0.014
H -0.24 -1.59 -0.37 0.334
H -1.41 -1.02 -1.22 0.326
H -1.11 -0.71 0.54 0.350
H 0.43 0.57 -1.37 0.396
H -0.73 1.23 -0.22 0.430
```

Results
E in eV: -75727.1034
F_max in eV/Å: 3.59
SMILES string: [NH3+]CC(=O)Br
Total charge: +1
Kohn-Sham gap in eV: 11.09
Energy above the lowest of the compared OMol25 structures with the same formula, charge and spin in kJ/mol: 44.1
E_HOMO in eV: -15.2
LUMO level in eV: -4.10

***

Q: Which value of E does entry 1 give?
A: -72974.0393 eV

***

Repeat the third record exactly.
Formula: C31H25FeN6O3S6Si
Source: the Open Molecules 2025 dataset
Level of theory: ωB97M-V/def2-TZVPD

```
73
Properties=species:S:1:pos:R:3:mulliken_charge:R:1
Fe 0.21 -1.51 -0.36 0.128
C 0.58 -5.66 0.20 -1.095
C -0.62 -6.04 0.81 -0.121
C -1.63 -5.13 0.92 -0.771
C -1.49 -3.81 0.41 0.448
N -0.28 -3.44 -0.13 0.469
C 0.69 -4.36 -0.23 -0.074
N -2.60 -3.04 0.46 -0.654
C -2.67 -1.90 -0.21 -0.079
N -1.64 -1.26 -0.82 0.439
C -2.11 -0.34 -1.69 -0.298
N -1.40 0.24 -2.68 -0.469
C -0.22 -0.27 -3.06 0.167
C 0.27 0.21 -4.32 -0.653
C 1.40 -0.31 -4.88 -0.274
C 2.10 -1.32 -4.20 -0.870
C 1.62 -1.70 -2.97 -0.105
N 0.52 -1.20 -2.38 0.287
C -3.53 -0.22 -1.51 0.246
C -4.51 0.58 -2.11 -0.156
C -5.83 0.39 -1.74 -0.588
C -6.19 -0.59 -0.80 -0.492
C -5.23 -1.41 -0.22 -0.273
C -3.90 -1.21 -0.57 -0.188
H 1.42 -6.34 0.10 0.400
H -0.75 -7.05 1.20 0.361
H -2.58 -5.37 1.37 0.447
H 1.62 -3.99 -0.64 0.255
H -0.32 0.97 -4.82 0.432
H 1.74 0.05 -5.85 0.361
H 3.00 -1.77 -4.60 0.438
H 2.15 -2.45 -2.39 0.027
H -4.22 1.33 -2.84 0.473
H -6.60 1.02 -2.18 0.374
H -7.23 -0.71 -0.54 0.368
H -5.50 -2.18 0.49 0.481
S 4.23 -1.98 5.68 -0.337
C 3.31 -1.85 4.29 0.074
S 3.96 -1.97 2.71 -0.176
C 2.50 -1.66 1.80 0.083
C 1.38 -1.48 2.54 0.210
S -0.18 -1.08 1.90 -0.251
S 1.62 -1.59 4.27 -0.106
S 2.55 -1.51 0.07 -0.683
O -1.85 3.03 3.83 -0.695
S -0.72 3.57 3.14 1.244
O -0.49 4.99 3.21 -0.707
N -0.74 3.12 1.54 -0.473
C 0.29 2.40 1.28 -0.609
O 0.60 1.99 0.07 -0.207
C 1.23 2.12 2.39 1.122
C 2.45 1.46 2.35 -0.243
C 3.19 1.43 3.53 -1.003
C 2.72 2.00 4.70 -0.538
C 1.50 2.67 4.73 -0.742
C 0.78 2.72 3.55 0.207
H 2.79 0.98 1.44 0.616
H 4.14 0.90 3.54 0.542
H 3.30 1.91 5.60 0.414
H 1.12 3.13 5.63 0.418
C 1.63 4.60 -0.44 -1.321
Si 0.92 3.06 -1.22 0.590
C 2.22 2.16 -2.20 -0.606
C -0.64 3.44 -2.15 -0.823
H 1.97 5.29 -1.22 0.422
H 2.49 4.36 0.19 0.290
H 0.89 5.11 0.17 0.317
H 2.28 2.52 -3.23 0.319
H 2.00 1.09 -2.24 -0.030
H 3.20 2.27 -1.73 0.388
H -0.43 4.13 -2.98 0.386
H -1.35 3.92 -1.47 0.315
H -1.08 2.52 -2.54 0.153
```

Results
E in eV: -154918.5917
F_max in eV/Å: 0.07
Spin multiplicity: 2
Total charge: -2
Kohn-Sham gap (alpha / beta) in eV: 4.51 / 5.79
Energy above the lowest of the compared OMol25 structures with the same formula, charge and spin in kJ/mol: 0.0
E_HOMO (alpha / beta) in eV: -0.3 / -1.6
LUMO level (alpha / beta) in eV: 4.20 / 4.20